C5H15N2 | wB97M-V/def2-TZVPD

Calculated values
- SMILES string = CCC[C@H]([NH3+])CN
- multiplicity = 1
- relative energy (zero: lowest compared OMol25 entry of this formula, charge and spin) (eV) = 0.304
- net charge = +1
- HOMO-LUMO gap (eV) = 11.1
- LUMO level (eV) = -3.166
- HOMO energy (eV) = -14.3

Structure (XYZ):
```
22
Properties=species:S:1:pos:R:3:forces:R:3
C 2.1329 0.6453 1.1738 0.0455 -0.5706 0.3342
C 1.7467 0.8921 -0.2858 -0.1270 -0.5188 0.6982
C 0.2403 1.2141 -0.4467 1.3040 -0.4474 -0.8121
C -0.6456 -0.0044 -0.6803 0.4339 0.4088 0.9320
N -2.0786 0.4158 -0.4487 0.1267 0.5097 -0.7457
C -0.4783 -1.1837 0.2574 -0.6284 -0.7675 -0.0009
N -1.4867 -2.1821 -0.1482 0.3042 0.3925 -0.2376
H 1.8028 -0.3256 1.5582 -0.2272 0.0903 -0.1515
H 1.7017 1.3968 1.8312 0.0896 0.1974 0.0492
H 3.2089 0.6101 1.3456 0.0257 0.3077 -0.2451
H 2.3393 1.7284 -0.6442 -0.0777 0.0367 -0.2487
H 1.9995 0.0037 -0.8677 0.1426 0.1408 -0.2458
H -0.0214 1.7838 0.4304 -0.5674 0.3037 0.2633
H 0.1988 1.8221 -1.3481 -0.4798 0.3841 0.1088
H -0.5199 -0.3460 -1.7057 -0.3240 -0.0052 -0.1046
H -2.6455 -0.4423 -0.4246 -0.0510 -0.2241 0.2143
H -2.1040 0.9341 0.4293 -0.2485 -0.2129 0.1342
H -2.4272 1.0506 -1.1685 -0.0012 -0.0903 -0.0620
H 0.5324 -1.5431 0.2916 0.5864 -0.2175 -0.4587
H -0.6777 -0.9360 1.2859 -0.2477 0.5377 0.4923
H -1.1608 -2.6451 -0.9881 -0.1576 -0.2332 0.0007
H -1.6574 -2.8884 0.5530 0.0789 -0.0216 0.0856
```
Positions in Å, forces in eV/Å.



C6H15INO2 | wB97M-V/def2-TZVPD

Calculated values
- multiplicity = 1
- relative energy (zero: lowest compared OMol25 entry of this formula, charge and spin) (eV) = 6.611
- net charge = -1
- HOMO-LUMO gap (eV) = 4.2
- LUMO level (eV) = 2.979
- HOMO energy (eV) = -1.2

Structure (XYZ):
```
25
Properties=species:S:1:pos:R:3:forces:R:3
I -1.0227 3.8668 1.4132 6.8221 10.2453 9.1595
C 2.1027 -2.4758 -2.7369 -0.3401 0.2301 -0.3923
O 1.1534 -1.7148 -2.0777 -1.2152 -0.4876 0.0304
C 1.5268 -1.3987 -0.7816 0.5556 1.6645 0.6032
C 0.3792 -0.6517 -0.1059 0.3545 -1.9342 0.1059
N 0.6273 -0.4377 1.3229 -0.0603 0.9831 -0.3719
C -0.1819 0.7050 1.7700 0.0930 -1.1045 0.8739
C -1.7162 0.5325 1.5753 1.0091 1.4076 0.6542
O -2.1086 0.9753 0.3335 -1.4238 0.1181 -1.4995
C -2.0176 2.3932 0.0459 -2.5446 -5.1453 -4.5860
H 2.2513 -3.4592 -2.2909 0.0404 -0.2061 0.2207
H 3.0394 -1.9190 -2.7101 0.4187 -0.1815 -0.4976
H 1.6639 -2.6005 -3.7268 0.6508 -0.0978 -0.2594
H 2.3500 -0.6891 -0.8644 0.5869 0.0715 0.2630
H 1.8951 -2.2489 -0.2075 -0.2322 -0.3764 0.1184
H -0.4514 -1.3387 -0.2676 -0.6857 0.3477 -0.0855
H 0.2003 0.2710 -0.6579 -0.0783 0.0244 0.3717
H 0.3260 -1.1977 1.9160 0.0813 -0.5848 -0.5072
H 0.2574 1.6121 1.3548 -0.5691 -0.1693 -0.2151
H -0.0321 0.8195 2.8436 0.1967 -0.0258 0.2036
H -2.1699 1.0983 2.3890 -0.2966 0.3689 0.0953
H -2.1348 -0.4669 1.6936 0.6140 -0.4790 -0.0833
H -2.4952 2.5535 -0.9207 -0.4348 -0.3126 -0.8183
H -0.9712 2.6797 -0.0589 -1.0360 -1.8116 -1.7816
H -2.4712 3.0917 0.7491 -2.5063 -2.5447 -1.6022
```
Positions in Å, forces in eV/Å.



C5H8N2 | wB97M-V/def2-TZVPD

Calculated values
- SMILES string = C[C@@]1(CC#N)CN1
- multiplicity = 1
- relative energy (zero: lowest compared OMol25 entry of this formula, charge and spin) (eV) = 1.298
- HOMO-LUMO gap (eV) = 10.9
- LUMO level (eV) = 0.861
- HOMO energy (eV) = -10.0

Structure (XYZ):
```
15
Properties=species:S:1:pos:R:3:forces:R:3
C -0.9237 1.1297 -0.0960 -0.0205 0.0207 0.0037
C -0.1770 -0.1871 -0.0925 0.0026 0.1569 0.0312
C 1.2496 -0.1145 -0.6244 -0.0824 -0.1810 -0.1150
C 2.0791 0.8181 0.1464 1.0221 1.1663 0.9573
N 2.7311 1.5672 0.7530 -1.1085 -1.2509 -0.9921
C -0.5444 -1.2412 0.8821 0.0180 -0.1032 0.2491
N -0.9463 -1.3488 -0.5203 -0.2041 -0.0336 -0.2428
H -0.4288 1.9143 0.4846 0.0019 -0.1716 -0.0467
H -1.0114 1.4773 -1.1328 0.0002 0.0245 0.1458
H -1.9376 0.9936 0.2958 0.1652 0.0277 0.0023
H 1.2474 0.2137 -1.6702 -0.0054 -0.0414 0.1118
H 1.7128 -1.1048 -0.5872 -0.0821 0.1055 -0.0467
H -1.2553 -0.9590 1.6571 -0.0525 -0.1790 -0.2312
H 0.1314 -2.0504 1.1412 0.2000 0.3816 0.2624
H -1.9270 -1.1079 -0.6369 0.1453 0.0774 -0.0894
```
Positions in Å, forces in eV/Å.



C2H6N2O | wB97M-V/def2-TZVPD

Calculated values
- SMILES string = [NH3+][O-].CC#N
- multiplicity = 1
- relative energy (zero: lowest compared OMol25 entry of this formula, charge and spin) (eV) = 3.560
- HOMO-LUMO gap (eV) = 9.5
- LUMO level (eV) = 0.965
- HOMO energy (eV) = -8.5

Structure (XYZ):
```
11
Properties=species:S:1:pos:R:3:forces:R:3
N 1.3982 0.5795 -1.2661 0.1128 -0.4979 -0.3747
O 0.8068 1.2012 -0.2261 -0.1853 0.6282 0.7025
H 0.8799 -0.3451 -1.4119 0.6109 0.6433 -0.1893
H 1.3459 1.1538 -2.1272 0.0940 -0.4052 0.2903
H 2.3981 0.3829 -1.0667 -0.4751 0.0295 -0.2800
C -1.3253 -0.3040 1.4264 -0.2896 0.3290 0.5812
C -0.7686 -0.8225 0.2183 0.5492 -0.5231 -1.1038
N -0.3684 -1.3340 -0.7329 -0.4297 -0.3989 0.1936
H -1.5426 0.7499 1.2833 -0.0314 0.0846 0.0570
H -2.2315 -0.8553 1.6810 0.0427 0.0687 0.0253
H -0.5925 -0.4064 2.2219 0.0016 0.0416 0.0980
```
Positions in Å, forces in eV/Å.



C22H43BClF9N3NbO3S3 | wB97M-V/def2-TZVPD

Calculated values
- multiplicity = 1
- HOMO-LUMO gap (eV) = 4.2
- LUMO level (eV) = -2.423
- HOMO energy (eV) = -6.6

Structure (XYZ):
```
86
Properties=species:S:1:pos:R:3:forces:R:3
C -2.0893 5.1932 3.7889 -0.5761 -0.6406 -0.4107
C -2.0521 3.8077 4.6811 -0.5197 0.3052 0.8268
C -0.6288 3.5226 5.4427 0.0281 1.1856 0.0386
C 0.5939 3.0235 4.4716 0.1069 0.0109 0.5498
C 0.4509 1.4291 3.9890 -0.6085 1.1643 1.3653
Nb -0.2183 1.5220 1.7912 2.9814 -0.4236 1.9968
Cl 1.8180 2.7773 1.0995 -0.9126 -0.6044 0.0975
C -2.2028 0.4725 2.3105 -0.9306 -0.6077 -0.3826
C -2.7779 -0.4941 1.1178 -1.1948 0.1376 -0.0745
C -3.5890 -1.8398 1.6902 1.0842 -0.9992 -2.0829
S -5.1241 -1.4228 2.6798 -0.3874 -1.4651 0.0911
C -6.1668 -3.0039 2.9300 0.0311 -1.0947 -0.2290
S -6.6159 -3.5772 4.4772 0.8725 1.2743 -3.4907
N -6.5528 -3.7336 1.6466 -0.7907 -2.2543 -2.1716
C -6.7513 -5.2387 1.5277 -0.9665 -0.0205 -4.2788
C -7.1315 -5.5915 -0.0329 1.3547 5.0447 4.3416
N -7.1819 -4.2329 -0.7579 1.6333 0.7267 6.1597
C -6.8290 -3.1648 0.2695 -0.2534 -4.1391 -0.2739
C 0.6556 -0.5174 1.2850 -0.0152 -2.2356 -0.2820
C 2.2152 -0.7483 1.7308 0.1837 -0.4027 -0.2837
C 3.0011 -1.6200 0.5376 -1.9176 1.8605 -0.8483
F 3.2665 -0.5863 -0.5356 -0.3839 -2.9651 2.2849
F 2.1152 -2.6212 -0.1212 3.2025 2.4859 1.8625
C 4.4696 -2.1707 0.9829 1.7918 4.6842 -1.8465
F 5.3939 -2.0885 -0.2095 -2.8932 -0.7327 3.8261
F 5.0254 -1.1569 1.9558 -1.8906 -3.1240 -3.6394
S 4.5335 -3.8228 1.8298 2.9351 -3.6992 2.5689
F 5.2021 -3.0567 3.2533 -1.9221 -2.1228 -2.6318
F 6.1879 -3.9637 1.2787 -3.2970 0.0165 1.2013
F 4.0848 -4.7178 0.4412 0.3671 2.2457 2.8326
F 2.9459 -3.7364 2.4560 3.3623 0.0155 -1.6910
F 4.7166 -5.3170 2.6613 -0.4827 3.0881 -1.8611
B -1.0033 1.8246 -0.3808 -2.0445 0.4287 -1.6595
O -2.3019 2.5405 -0.5446 1.9459 -0.8659 0.8556
O -0.2351 1.3575 -1.5670 -2.0837 2.3328 0.2520
C -0.5148 2.1944 -2.7508 -0.3767 0.1499 -1.1749
C -1.8462 1.6730 -3.6119 -0.2822 0.6804 0.8869
H -2.9755 5.0595 3.0048 1.9677 0.4141 1.5433
H -1.0879 5.3240 3.1963 -1.9691 -0.1289 1.1372
H -2.3503 6.1587 4.4247 0.7764 -2.1205 -1.1675
H -2.3694 2.8775 4.0393 0.7196 1.9073 1.1737
H -2.8868 3.9449 5.5229 1.7548 -0.4165 -1.7361
H -0.8220 2.8293 6.3785 0.5588 1.0899 -2.0663
H -0.2818 4.5702 5.8980 -0.7417 -2.1231 -0.8964
H 0.6792 3.7598 3.5536 -0.1860 -1.4195 1.9012
H 1.5918 3.1290 5.0800 -1.8256 -0.1117 -1.1138
H -0.3888 0.9741 4.6720 1.9266 0.5075 -0.9854
H 1.5083 0.9331 4.1274 -2.1053 0.6492 -0.1728
H -1.0267 3.1112 2.1817 -0.6162 -0.0943 -0.5456
H -2.0374 -0.1924 3.2601 -0.2016 1.2792 -1.5883
H -2.9964 1.2941 2.5730 1.2689 -1.6743 -0.3911
H -1.9550 -0.9246 0.3911 -1.5103 0.8048 1.6232
H -3.5158 0.1478 0.4332 1.5655 -1.4823 1.4488
H -3.9283 -2.4776 0.7451 0.6791 1.3091 1.9854
H -2.8163 -2.4947 2.2764 -1.6658 1.2833 -0.7420
H -6.6589 -6.0411 2.3849 -0.0726 2.3751 -1.7381
H -7.3385 -6.6491 -0.5331 0.5125 2.8360 1.2335
H -6.7326 -1.9986 0.1532 -0.3264 -2.8079 -0.0514
H 0.0197 -1.3463 1.8636 1.2757 1.6063 -1.3215
H 0.4489 -0.6951 0.1262 0.7761 0.2402 2.3279
H 2.2805 -1.2883 2.7890 -0.1250 0.9240 -2.4873
H 2.8487 0.2400 1.8452 -1.2829 -1.9650 -0.5280
H -2.6463 2.7941 0.3669 1.0075 -0.5373 -1.6822
H 0.4008 2.1749 -3.5147 -1.6452 -0.1692 1.7903
H -0.6155 3.3113 -2.3985 -0.1066 -2.1828 -0.8569
H -1.6323 0.7117 -4.2453 -0.2241 1.9763 1.0791
H -2.7306 1.4094 -2.8725 1.9647 0.6411 -1.4212
H -2.2204 2.5874 -4.2699 0.8495 -2.1041 1.1283
C 5.3195 -0.0556 -5.4784 0.3484 -0.0341 0.1962
C 4.0047 -0.8154 -5.5683 0.6854 0.2162 -0.4604
C 3.1136 -0.3473 -6.7275 -0.9407 0.0150 0.4991
O 2.4915 0.8981 -6.3867 0.5499 -0.6935 -0.5638
C 3.1244 2.0408 -6.9611 -0.1016 0.5461 0.2117
N 3.2448 -0.5764 -4.3004 -0.7748 0.0240 0.1744
H 5.1788 0.9877 -5.1786 -0.0780 -0.1113 -0.1248
H 5.9794 -0.5184 -4.7365 -0.0517 0.0651 -0.1088
H 5.8430 -0.0678 -6.4410 -0.1767 -0.0362 0.2061
H 4.1993 -1.8907 -5.6356 -0.1152 0.1586 -0.0350
H 2.2982 -1.0691 -6.8540 0.0256 0.0888 -0.0211
H 3.6529 -0.3071 -7.6811 0.0975 0.0707 0.3255
H 3.6240 1.8145 -7.9074 -0.0777 -0.0942 0.1167
H 3.8427 2.4517 -6.2486 0.1047 0.0927 -0.1721
H 2.3579 2.7989 -7.1437 0.0662 -0.2070 0.0539
H 3.8219 -0.6264 -3.4549 -0.0744 -0.0691 -0.0393
H 2.4568 -1.2318 -4.2018 0.2558 0.1583 0.1462
H 2.8188 0.3651 -4.3607 0.1075 -0.1364 -0.0095
```
Positions in Å, forces in eV/Å.



C30H30N11OPtS2 | wB97M-V/def2-TZVPD

Calculated values
- multiplicity = 5
- relative energy (zero: lowest compared OMol25 entry of this formula, charge and spin) (eV) = 0.648
- net charge = +3
- HOMO-LUMO gap (spin up / spin down) (eV) = 7.2 / 5.0
- LUMO level (spin up / spin down) (eV) = -8.199 / -11.472
- HOMO energy (spin up / spin down) (eV) = -15.4 / -16.4

Structure (XYZ):
```
75
Properties=species:S:1:pos:R:3:forces:R:3
Pt -1.5404 -1.0235 0.9804 0.2698 0.0161 0.2496
N -1.5345 -1.1327 3.3244 -0.0459 0.0901 -0.2995
C -0.4448 -0.4836 4.0843 0.1827 -0.0930 0.0560
C 0.9238 -1.0918 3.8007 -0.1692 0.1502 -0.2375
C 1.5080 -0.8039 2.4223 0.1059 -0.0365 0.2157
N 0.7586 -1.4640 1.3355 -0.2929 0.2673 -0.1404
H -2.4201 -0.7194 3.5985 -0.0626 -0.0579 0.0752
H -1.5790 -2.1122 3.5913 -0.0886 -0.0375 -0.0172
H -0.6402 -0.5666 5.1555 -0.0513 0.0526 -0.0170
H -0.4443 0.5775 3.8332 -0.0278 0.0255 0.0062
H 0.8945 -2.1741 3.9664 0.0241 -0.0033 0.0601
H 1.6173 -0.6828 4.5362 0.0274 -0.0909 0.0400
H 2.5490 -1.1372 2.4207 -0.0088 0.0359 -0.0627
H 1.5138 0.2707 2.2310 0.0013 -0.0109 -0.0121
H 0.7263 -2.4601 1.5216 0.0476 -0.0733 -0.0502
H 1.2400 -1.3433 0.4515 0.0721 -0.0535 -0.0295
C -0.6343 -0.4755 -4.8112 0.2289 0.1284 -0.0507
N -0.9808 -0.9561 -3.4640 0.1243 0.1435 0.1517
C -1.1946 -0.2851 -2.3259 -0.2205 -0.0503 -0.0602
N -1.3843 -1.1482 -1.3371 0.1256 -0.1601 0.2312
C -1.2593 -2.3631 -1.9472 0.1135 0.1180 -0.0888
N -0.9968 -2.2759 -3.2241 -0.1026 -0.2285 -0.0566
C 0.7209 0.2011 -4.7875 -0.0755 -0.0666 0.0340
C 1.9155 -0.4808 -5.0360 -0.0794 0.0621 0.0054
C 3.1519 0.1339 -4.8213 0.0851 0.0452 0.0252
C 3.2208 1.4147 -4.3106 0.0601 -0.1091 0.0731
C 2.0254 2.1183 -4.1089 0.0166 0.2307 0.1145
C 0.7850 1.5229 -4.4094 -0.0882 0.0678 -0.1424
C 1.8832 3.3436 -3.3918 0.1375 -0.3103 -0.1596
N 0.8171 4.1491 -3.4916 -0.1623 0.0971 0.0058
N 0.7973 4.9083 -2.4276 -0.1469 0.0090 -0.0665
C 1.8440 4.5607 -1.6671 0.1107 0.0487 0.3039
O 2.6162 3.6496 -2.2974 0.0194 0.0456 -0.0136
C 1.9193 4.8031 -0.2569 -0.0635 -0.0263 -0.2139
C 3.0734 4.7396 0.5333 0.0843 -0.1280 0.1172
C 2.9311 4.7343 1.9075 0.1131 0.0336 -0.0628
C 1.6632 4.7083 2.4939 -0.1516 0.0787 -0.0779
C 0.5115 4.7397 1.7074 0.0012 -0.0870 0.0511
C -0.8834 4.5546 2.2602 0.1358 0.1792 0.1388
N -1.4524 3.2874 1.7757 0.3743 -0.2787 0.0055
C -0.8466 2.1092 1.5937 -0.1962 0.1352 -0.0625
N -1.7260 1.2337 1.1224 0.1054 -0.0802 -0.0410
C -2.8793 1.9596 1.0232 0.0461 -0.0494 0.1907
N -2.7414 3.1962 1.4246 -0.2380 0.1862 -0.1786
C 0.6486 4.8620 0.3404 -0.0338 0.1169 -0.0909
H -1.4013 0.2147 -5.1585 -0.0576 -0.0445 0.0341
H -0.6367 -1.3582 -5.4439 -0.0613 -0.0136 -0.0108
H -1.2573 0.7875 -2.2432 0.0539 0.0002 -0.0409
H -1.3593 -3.3085 -1.4439 0.0146 0.0130 0.0217
H 1.8833 -1.4977 -5.4094 0.0152 -0.0180 0.0586
H 4.0636 -0.4099 -5.0269 -0.0146 0.0006 -0.0344
H 4.1754 1.8749 -4.0918 -0.0057 -0.0022 -0.0053
H -0.1178 2.1087 -4.2841 -0.0001 -0.0277 0.0057
H 4.0562 4.7080 0.0814 -0.0145 0.0028 -0.0158
H 3.8104 4.7239 2.5371 -0.0078 0.0272 -0.0035
H 1.5748 4.6844 3.5741 0.0221 -0.0694 -0.0054
H -1.5530 5.3389 1.9121 -0.0562 -0.0405 0.0100
H -0.8867 4.5649 3.3496 -0.0312 -0.0413 -0.0091
H 0.1972 1.9241 1.7756 0.0166 0.0505 0.0557
H -3.8157 1.5701 0.6596 0.0074 -0.0357 0.0161
H -0.2255 4.9420 -0.2947 -0.0153 -0.0295 0.0278
S -4.0127 -1.7328 0.9325 0.2390 -0.1653 -0.0096
C -3.3102 -3.2563 0.9946 -0.8645 -0.0207 0.0074
N -1.9841 -3.3979 1.0106 0.4636 -0.1889 -0.0702
C -1.6171 -4.7009 1.0176 -0.4802 0.0347 0.0237
C -0.3106 -5.2244 0.9892 0.2430 -0.1404 -0.0031
C -0.1442 -6.5827 1.0036 0.1322 0.2339 -0.0106
C -1.2514 -7.4648 1.0493 -0.1919 0.0546 0.0095
C -2.5416 -6.9868 1.0619 -0.0206 -0.1561 0.0038
C -2.7287 -5.6073 1.0375 -0.0744 0.0255 0.0078
S -4.2181 -4.7540 1.0187 0.3647 0.2331 0.0121
H 0.5488 -4.5693 0.9379 -0.0088 0.0134 0.0081
H 0.8536 -6.9989 0.9754 -0.0040 -0.0051 0.0109
H -1.0754 -8.5316 1.0696 -0.0012 -0.0039 -0.0074
H -3.3891 -7.6586 1.0881 0.0308 -0.0188 -0.0057
```
Positions in Å, forces in eV/Å.